Entry 1:
A molecular structure, C16H22BF4GeNPdSe, computed with ωB97M-V/def2-TZVPD.

The geometry in XYZ format:
```
47
C16H22BF4GeNPdSe ωB97M-V/def2-TZVPD
Pd -1.387 -0.189 0.241
C 0.120 1.331 4.754
C -0.565 0.273 3.942
C -1.912 0.397 3.611
C -2.544 -0.545 2.814
C -1.831 -1.642 2.325
C -0.479 -1.769 2.647
C 0.139 -0.823 3.450
H -0.514 1.672 5.572
H 0.332 2.195 4.121
H 1.059 0.967 5.171
H -2.466 1.260 3.959
H -3.594 -0.431 2.575
H -2.341 -2.422 1.772
H 0.081 -2.624 2.290
H 1.189 -0.931 3.694
C 1.869 0.546 -1.491
Ge 1.424 -1.315 -1.157
C 2.305 -1.925 0.475
C 1.944 -2.464 -2.652
C -0.518 -1.613 -0.834
H 2.925 0.682 -1.251
H 1.293 1.218 -0.857
H 1.718 0.812 -2.536
H 3.387 -1.906 0.340
H 2.007 -2.943 0.730
H 2.051 -1.265 1.305
H 3.028 -2.449 -2.764
H 1.500 -2.109 -3.582
H 1.625 -3.493 -2.485
H -0.762 -2.624 -0.500
Se -1.906 -1.019 -1.967
C -1.068 0.305 -3.084
C -0.544 -0.067 -4.312
C 0.039 0.923 -5.090
N 0.111 2.201 -4.725
C -0.418 2.537 -3.551
C -1.025 1.630 -2.690
H -0.581 -1.091 -4.660
H 0.474 0.674 -6.052
H -0.348 3.580 -3.266
H -1.416 1.964 -1.739
F -0.590 3.335 0.001
B -0.862 2.550 1.105
F 0.116 1.507 1.202
F -2.120 1.849 0.869
F -0.944 3.250 2.280
```

Summary:
Frontier orbital gap ... 0.2974 hartree
Net charge ... 0
Largest force on an atom ... 0.17 eV/A



Entry 2:
A single C27H26N4O3 molecule at a distorted geometry, computed with ωB97M-V/def2-TZVPD.

The geometry in XYZ format:
```
60
C27H26N4O3 ωB97M-V/def2-TZVPD
C -1.690 -3.526 0.006
O -0.290 -3.611 0.086
C 0.388 -2.608 0.721
C 1.767 -2.775 0.816
C 2.561 -1.828 1.431
C 1.985 -0.674 1.952
O 2.677 0.347 2.561
C 4.075 0.406 2.383
C 4.499 0.289 0.917
O 5.333 -0.527 0.567
N 3.867 1.095 0.041
C 3.066 2.258 0.390
C 2.317 2.738 -0.853
N 1.659 1.621 -1.500
C 0.377 1.346 -1.105
N -0.084 2.113 -0.130
N -1.280 1.960 0.373
C -2.113 1.057 -0.079
C -3.387 0.959 0.648
C -3.996 2.133 1.089
C -5.182 2.087 1.795
C -5.775 0.867 2.082
C -5.166 -0.305 1.668
C -3.981 -0.262 0.957
C -1.797 0.280 -1.240
C -2.749 -0.505 -1.915
C -2.410 -1.185 -3.055
C -1.121 -1.067 -3.580
C -0.187 -0.273 -2.967
C -0.487 0.408 -1.775
C 2.588 0.607 -1.973
C 3.985 0.821 -1.372
C 0.606 -0.510 1.871
C -0.188 -1.468 1.270
H -2.014 -4.441 -0.489
H -2.005 -2.664 -0.593
H -2.147 -3.473 1.000
H 2.206 -3.669 0.402
H 3.622 -2.004 1.494
H 4.381 1.371 2.796
H 4.583 -0.393 2.938
H 3.715 3.057 0.770
H 2.332 2.005 1.157
H 1.556 3.459 -0.556
H 2.993 3.202 -1.575
H -3.521 3.075 0.866
H -5.647 3.004 2.125
H -6.703 0.830 2.633
H -5.614 -1.260 1.904
H -3.509 -1.189 0.664
H -3.759 -0.544 -1.537
H -3.143 -1.794 -3.563
H -0.868 -1.586 -4.493
H 0.773 -0.147 -3.436
H 2.222 -0.383 -1.684
H 2.684 0.651 -3.067
H 4.511 1.637 -1.878
H 4.579 -0.088 -1.482
H 0.160 0.382 2.283
H -1.253 -1.305 1.238
```

Summary:
Frontier orbital gap ... 0.2944 hartree
Net charge ... 0
SMILES ... COc1ccc(OCC(=O)N2CCN(c3nnc(-c4ccccc4)c4ccccc34)CC2)cc1
Largest force on an atom ... 1.47 eV/A



Entry 3:
2 unconnected molecules or ions with the total composition C5H9FO at a distorted geometry, computed with ωB97M-V/def2-TZVPD.

The geometry in XYZ format:
```
16
C5H9FO ωB97M-V/def2-TZVPD
C -1.334 0.139 1.843
C -0.590 -0.170 0.871
O 0.358 -1.103 0.579
C -0.042 -0.172 -0.460
C 0.929 0.949 -0.847
C -0.836 -0.668 -1.653
H -2.069 0.891 2.043
H -1.344 -0.386 2.785
H 0.268 1.800 -1.130
H 1.834 0.599 -1.455
H 1.367 1.337 0.145
H -0.087 -0.963 -2.387
H -1.456 0.205 -2.036
H -1.428 -1.535 -1.260
F 2.637 -0.342 1.610
H 1.794 -0.582 1.352
```

Summary:
Frontier orbital gap ... 0.3980 hartree
Net charge ... 0
SMILES ... C=C1OC1(C)C.F
Largest force on an atom ... 4.52 eV/A



Entry 4:
3 unconnected molecules or ions with the total composition C2H11N2O2, computed with ωB97M-V/def2-TZVPD.

The geometry in XYZ format:
```
17
C2H11N2O2 ωB97M-V/def2-TZVPD
C 2.306 1.546 -0.811
N 1.241 0.675 -0.439
C 1.369 -0.692 -0.336
N 0.215 -1.432 -0.049
H 2.005 2.586 -0.760
H 2.652 1.365 -1.838
H 3.180 1.460 -0.146
H 0.379 1.087 -0.126
H 2.356 -1.116 -0.215
H -0.599 -1.106 -0.566
H 0.322 -2.430 -0.066
H -1.297 -0.436 2.094
H -2.655 -0.582 2.766
O -2.208 -0.112 2.051
H -2.824 0.221 -1.324
H -2.307 0.295 0.168
O -2.073 0.075 -0.741
```

Summary:
Spin multiplicity ... 2
Frontier orbital gap (alpha / beta) ... 0.1982 / 0.3392 hartree
Net charge ... 0
Expectation value of S² ... 0.75
Largest force on an atom ... 0.96 eV/A